# 1
The following is a quantum chemistry calculation of a structure of composition C35H45F10GeN4O4Pb, from OMol25.

```
100
Properties=species:S:1:pos:R:3
H -1.269 3.431 -2.313
H 2.567 0.467 2.529
H -0.397 2.635 4.080
C 1.611 -3.095 2.311
C 3.826 1.941 0.300
H 1.913 3.492 -0.507
H -2.829 -1.558 -1.847
H -2.121 4.891 -0.472
C -4.482 1.454 -1.753
C -3.795 0.234 -1.124
C 3.844 -3.781 0.230
F 0.825 -0.610 -6.960
H 0.404 2.876 -2.294
Ge -2.454 2.306 0.621
H -2.702 -0.291 4.173
C -1.115 5.047 -0.082
H 5.455 2.818 -0.831
C -0.620 -3.448 -1.347
C 1.753 0.676 0.630
H -5.720 -0.677 -0.683
H -1.015 0.187 4.363
C -3.772 2.105 3.593
H 0.973 -4.137 0.555
C 2.920 0.841 -1.446
F 0.405 1.270 -4.988
F 4.437 -0.461 1.537
H 0.301 -4.046 -1.332
H 0.163 -4.661 2.033
H 1.150 -2.478 3.087
C -3.383 -0.719 -2.255
H -1.905 -3.757 2.602
C 0.077 -0.441 -3.405
H -0.229 0.991 2.458
C -2.288 1.727 3.523
H 1.826 2.060 2.275
H -4.365 -1.404 0.192
H -4.982 0.179 0.676
C -4.781 -0.468 -0.176
N -0.323 -2.072 -1.710
H 2.228 0.191 -1.938
Pb -0.409 -0.548 0.151
H -3.743 2.043 -2.291
H -1.508 3.710 3.224
C 5.923 -2.917 -0.656
H -4.261 -1.088 -2.781
H -3.945 3.021 3.029
F -0.139 0.534 -2.488
C -1.505 -2.790 2.275
C 4.005 1.495 -1.900
H 1.283 4.036 1.061
F 0.246 -4.047 -3.807
H -2.330 -2.123 2.035
H -1.169 5.127 1.003
N -0.623 -2.944 1.121
C 3.530 -2.564 0.920
C -0.011 -1.794 -2.977
C 4.581 2.201 -0.784
O 0.575 0.471 2.707
H -2.313 -3.039 -0.089
C -2.042 0.527 4.453
H -4.917 2.076 -0.973
F 0.701 -3.267 -6.269
F 7.023 -3.064 -1.409
H -0.949 -2.347 3.095
C 0.353 -0.040 -4.697
N 2.481 -2.205 1.621
N 2.766 1.106 -0.083
C -0.259 3.683 -1.995
F 6.633 -0.767 0.054
C -1.439 2.924 3.975
H -2.743 -0.196 -2.961
C 0.499 -2.325 -5.338
H -1.795 3.313 4.925
C 4.970 -3.931 -0.558
C -0.229 3.853 -0.473
H 0.053 4.599 -2.491
F 5.166 -5.079 -1.222
H -1.546 -4.614 0.193
H 1.472 5.183 -0.272
F 2.993 -4.829 0.293
H -2.239 0.807 5.485
C 0.236 -2.713 -4.036
O -1.925 1.351 2.218
H 3.938 2.258 1.316
O -0.652 2.677 0.167
C 4.559 -1.580 0.794
C 1.711 0.984 2.075
C 5.710 -1.742 0.065
O -2.647 0.635 -0.417
H -4.368 1.310 3.152
H 2.184 -3.896 2.797
H -5.262 1.139 -2.441
H -4.081 2.256 4.623
H 4.383 1.505 -2.901
C 0.563 -0.983 -5.697
C -1.350 -3.549 -0.004
C 1.210 4.159 -0.018
H -0.714 5.973 -0.490
H -1.284 -3.904 -2.093
C 0.519 -3.783 1.474
```

Computed properties:
Multiplicity: 2
Frontier orbital gap (alpha / beta): 6.4 / 4.6 eV

Here are the Mulliken charges for atoms 1 to 5, given in e: number 1, H, carries 0.13; number 2, H, carries 0.39; number 3, H, carries 0.23; number 4, C, carries -1.32; number 5, C, carries -0.64

=====

# 2
The following is a quantum chemistry calculation of the ion C35H45N2O3 with charge -1, from OMol25.

```
85
Properties=species:S:1:pos:R:3
C 3.203 0.094 -4.078
C -1.797 1.221 -0.406
C -2.507 -0.778 -1.640
H 0.452 -3.603 6.147
C -0.269 -1.008 2.805
H -5.387 0.610 -0.597
C 1.491 -3.482 5.823
C -5.198 0.696 -1.669
H 5.007 -2.641 -3.065
C 2.456 2.677 1.510
O -3.104 -1.280 -2.623
C 1.226 -1.286 4.714
H 2.460 -0.774 7.220
N 1.843 -2.070 5.648
C 0.051 1.150 1.293
H 0.363 4.584 -3.957
C -0.688 -0.890 -0.017
H 3.770 -2.146 -0.931
O 0.940 3.546 -1.424
C 4.112 -0.986 -4.133
H 2.091 4.199 -3.730
C -1.251 -3.564 -2.333
H -3.426 -3.368 0.329
H 2.372 -0.600 0.420
H -3.791 -3.272 -1.392
H 3.310 -2.318 7.135
C -3.076 -3.638 -0.666
H 3.171 1.887 1.761
C -2.695 0.643 -1.284
H -0.218 -3.260 -2.534
H -1.316 -4.652 -2.409
H -4.803 3.314 -1.848
H -4.469 2.044 -3.910
H 0.311 -3.559 -0.136
H 3.019 3.510 1.036
C 1.486 0.101 4.622
H -1.847 2.263 -0.153
H 0.202 5.516 -1.679
C 0.275 0.301 2.503
H -3.572 0.513 -3.885
H 1.988 5.424 -1.463
H -1.908 -3.118 -3.079
H -0.993 -3.578 1.086
H 4.624 -1.201 -5.072
H 0.110 -1.475 0.472
C 4.322 -1.786 -3.001
C 2.869 -1.525 6.533
C 2.535 0.374 -2.891
H 3.003 0.714 -4.948
H -2.709 2.063 -3.640
C 3.672 -1.510 -1.806
C -3.639 1.510 -3.447
H -3.055 -4.724 -0.736
H -5.224 -0.293 -2.113
H -1.132 -1.460 2.310
C -1.584 -1.585 -0.818
C -3.877 1.401 -1.938
C -0.737 -3.808 0.050
C 0.612 3.289 -0.126
H 3.661 -1.037 5.949
C 1.281 4.882 -3.438
H -0.841 -4.888 -0.082
H 2.143 -3.945 6.568
C 1.103 4.941 -1.930
C 2.861 -0.372 -1.721
O -0.181 3.850 0.554
C -3.963 2.807 -1.380
C -1.671 -3.120 -0.929
H -3.069 3.394 -1.607
N 1.837 1.298 -0.454
C 0.259 -1.806 3.805
H -0.347 2.177 1.625
C 1.314 2.082 0.568
H -4.141 2.802 -0.304
H 1.179 1.944 3.650
H 1.779 1.158 -2.818
H 1.608 -3.993 4.863
C -0.798 0.500 0.254
H 2.092 0.527 5.415
H -5.990 1.290 -2.112
C 0.998 0.864 3.582
H -0.063 -2.855 3.925
C 2.334 0.119 -0.453
H 2.027 3.087 2.424
H 1.514 5.891 -3.793
```

Computed properties:
Frontier orbital gap: 5.2 eV
Structure (SMILES): CCOC(=O)[C@](C)(/N=C/c1ccccc1)[C@H](c1ccc(N(C)C)cc1)c1cc(C(C)(C)C)c([O-])c(C(C)(C)C)c1
Charge: -1

Here are the Mulliken charges for atoms 1 to 5, given in e: number 1, C, carries -0.65; number 2, C, carries -0.74; number 3, C, carries 1.66; number 4, H, carries 0.31; number 5, C, carries -0.12

=====

# 3
The following is a quantum chemistry calculation of a structure of composition C35H45N7NiO, from OMol25.

```
89
Properties=species:S:1:pos:R:3
H 0.612 4.002 -2.708
C 0.383 -0.930 3.494
H 1.236 -1.104 4.158
H -0.302 -5.162 -0.943
N -0.631 -0.187 4.233
H -1.079 -0.016 6.258
H -1.120 -0.061 -4.094
C 3.686 1.290 0.871
H -0.938 -2.981 -3.433
O -1.862 1.646 4.685
H 1.609 -2.504 -4.071
H 0.606 -2.756 2.371
C 4.430 0.768 1.928
C -0.128 3.182 0.441
N -1.168 -0.225 -2.021
H -1.853 -3.546 -1.988
N 0.031 1.989 -2.740
C -0.151 -2.259 2.976
H 2.322 3.351 -0.899
H 4.966 1.514 2.507
N -0.364 1.881 0.320
H 0.925 -2.925 0.096
H 0.720 3.241 -4.287
C -0.470 -2.057 -3.760
C -0.638 1.752 2.689
H 2.637 1.874 -3.549
H 2.839 -2.778 0.451
C -0.376 3.112 2.800
C 0.610 -2.259 -0.711
C -1.110 -0.782 5.483
C 2.357 2.768 -2.985
N 2.298 1.244 -1.093
H 0.048 3.724 -0.482
H -1.359 3.728 -4.142
C -1.083 1.054 3.944
C -4.150 2.087 -1.524
H -0.419 -2.925 3.797
H -0.403 -1.567 5.755
H 5.318 -0.714 3.131
C 4.631 -0.538 2.314
C -0.624 1.179 1.423
H -0.422 3.581 3.774
H -3.451 4.567 -3.727
H 3.831 2.621 -1.429
H -2.837 -1.755 6.335
H 2.935 3.602 -3.391
C 4.070 -1.666 1.703
H -2.701 -3.326 -0.497
C 0.984 -2.059 -3.293
H -1.057 -2.174 0.567
H -0.868 0.136 1.242
C -0.952 -2.164 -0.530
C 0.882 3.068 -3.218
C -0.113 3.845 1.658
H 3.769 2.362 0.741
N 1.214 -0.953 -0.536
C 3.099 -1.768 0.740
C -1.109 -4.752 -0.337
H -1.040 -2.101 2.364
H -2.581 -2.128 4.625
H 0.788 -3.863 -2.151
H -3.215 -0.545 5.104
H 1.354 -1.037 -3.165
C -1.947 3.193 -3.407
C -4.165 3.242 -2.225
H -5.021 3.894 -2.097
H -0.508 -2.087 -4.852
N -1.628 -0.926 -0.828
H -3.403 0.136 -0.976
H 0.754 -0.319 2.672
C 1.190 -2.858 -2.007
C -1.263 2.085 -2.770
C -1.332 -0.857 -3.375
C -1.702 -3.463 -0.914
C 2.741 2.548 -1.523
C -3.180 3.684 -3.157
H 0.080 4.908 1.702
C 2.823 0.653 -0.035
H -0.710 -4.579 0.667
C 2.327 -0.746 0.105
H -1.871 -5.528 -0.248
C -1.973 0.984 -2.135
C -2.522 -1.340 5.376
C -3.189 1.032 -1.548
Ni 0.572 0.551 -1.564
H -2.391 -1.119 -3.477
H 2.267 -2.978 -1.845
H 4.443 -2.620 2.065
H -5.002 1.906 -0.878
```

Computed properties:
Frontier orbital gap (alpha / beta): 5.8 / 5.7 eV
Relative energy (zero: lowest compared OMol25 entry of this formula, charge and spin): 58.54 kcal/mol

Here are the Mulliken charges for atoms 1 to 5, given in e: number 1, H, carries 0.48; number 2, C, carries -0.41; number 3, H, carries 0.29; number 4, H, carries 0.26; number 5, N, carries 0.29

=====

# 4
The following is a quantum chemistry calculation of a structure of composition C35H45NO4P2SSe2SiV, from OMol25.

```
92
Properties=species:S:1:pos:R:3
H -1.492 -3.282 -4.815
C -1.294 -2.639 3.022
C -2.141 2.372 -2.737
H 0.217 -1.835 -3.788
C 2.206 1.536 4.798
C -1.328 -3.321 -3.744
H 5.571 -0.985 -4.390
C 1.894 -2.541 0.228
H -1.921 0.464 -5.390
C -1.075 1.662 -2.106
C -0.022 2.019 3.751
C 2.115 -3.897 0.183
H -0.497 -2.332 3.711
Se -0.692 0.081 6.301
Se 0.347 2.945 2.029
C -2.639 1.270 -5.555
H -0.635 2.606 6.443
H 4.127 -1.690 2.687
H -3.623 0.919 -5.236
H -4.437 3.807 -4.563
C 3.130 -0.066 -2.227
H -3.459 4.382 -5.911
C -2.096 -4.167 -2.956
H -4.080 3.229 -2.431
C -3.244 2.708 -1.976
H 0.199 2.729 -5.440
V 0.662 0.707 0.516
C -0.917 -3.389 -1.011
C 3.767 -3.672 1.937
H 0.226 4.352 4.884
H -0.137 4.275 -4.672
C -2.164 1.828 -0.067
C -3.218 -1.590 1.101
C 3.576 -2.306 1.989
H -2.082 -3.115 3.608
C 1.153 3.804 5.096
C 2.150 -0.385 1.112
H -2.680 1.486 -6.627
C 4.696 -1.065 -3.754
H -3.025 0.752 3.218
H -4.118 2.692 0.012
C 4.256 0.035 -3.031
H 0.870 1.930 7.061
H 1.585 -4.515 -0.536
H 2.033 0.495 5.079
H 2.534 1.564 3.756
H -3.563 -0.812 3.879
C 0.152 1.871 6.240
C -2.696 -0.230 3.556
H 2.777 0.802 -1.687
C 2.902 -2.372 -2.833
C -0.357 -2.512 -3.170
C 3.039 -4.485 1.058
H -0.907 -3.327 2.269
H 1.444 4.020 6.127
O -0.791 -0.468 1.487
H -2.093 1.674 0.999
H 3.426 2.919 5.312
H 3.203 -5.555 1.041
H -3.184 5.020 -4.286
H -0.038 0.945 3.571
P 1.035 -1.412 -0.938
H -2.819 -2.193 0.287
H 4.494 -4.128 2.601
C 2.437 -1.268 -2.124
H 4.785 0.978 -3.096
H 4.359 -3.138 -4.207
C -0.561 3.497 -5.311
O 2.491 0.781 1.485
C 0.886 2.298 4.950
H -3.618 -0.665 0.680
H -0.748 -3.420 0.060
H -2.008 -0.158 4.404
H -2.481 -4.853 -0.956
H -4.014 -2.131 1.615
C 4.016 -2.271 -3.655
H 1.993 4.027 3.365
Si -2.122 2.781 -4.565
H -1.030 2.316 4.036
H -0.805 3.944 -6.280
H -2.854 -4.795 -3.408
P -1.893 -1.146 2.243
C -3.430 4.117 -4.850
O 3.242 2.035 5.655
O 2.215 4.299 4.277
H 2.390 -3.322 -2.737
C -1.888 -4.198 -1.583
C 2.598 -1.716 1.150
C -3.281 2.415 -0.616
N -1.087 1.444 -0.761
C -0.134 -2.539 -1.795
S 0.223 1.070 -3.050
```

Computed properties:
Multiplicity: 2
Frontier orbital gap (alpha / beta): 4.9 / 4.8 eV
Relative energy (zero: lowest compared OMol25 entry of this formula, charge and spin): 36.03 kcal/mol
Charge: -2

Here are the Mulliken charges for atoms 1 to 5, given in e: number 1, H, carries 0.41; number 2, C, carries -1.14; number 3, C, carries 0.46; number 4, H, carries 0.49; number 5, C, carries -0.82

=====

# 5
The following is a quantum chemistry calculation of a cluster of 2 separate species, C35H46BN3O5SSi2 in total, from OMol25.

```
93
Properties=species:S:1:pos:R:3
H -3.607 3.965 -4.395
H -4.468 1.013 -3.185
O 0.557 -4.195 -1.463
H 0.369 -5.393 7.691
H 2.302 2.565 -2.395
H -4.330 6.165 -3.303
H 0.193 -3.940 1.839
C -6.416 5.596 0.013
C -3.595 -0.380 -0.844
C -4.324 3.233 -3.796
H -0.200 -1.449 5.190
N 5.887 7.260 -2.144
C 3.297 0.490 -2.298
H -1.630 2.571 -2.274
H -4.603 0.220 -0.713
H 6.443 1.489 -0.300
C -5.061 3.984 -2.510
C 1.889 -1.966 -1.641
C -5.612 6.430 -1.190
H 2.703 1.410 -4.857
C 1.901 -0.375 -2.159
H -2.076 -3.889 -0.119
C 3.360 2.294 -4.396
H -1.222 -4.610 7.734
H -0.880 -2.567 6.384
C 0.386 0.235 -2.517
H 5.649 6.420 1.289
H -0.782 -8.622 6.575
Si -0.648 -3.670 4.165
H 4.427 2.172 -4.871
H 3.548 5.603 -5.641
Si -1.092 -6.264 5.879
H -6.899 6.145 0.950
C -0.361 -7.991 5.785
C 3.293 -2.752 -1.239
C 4.719 -0.314 -1.941
H 0.725 -7.963 5.915
C -3.561 -1.938 -0.317
C -2.144 -2.764 -0.507
C -5.882 3.077 -1.375
C -3.609 1.819 -3.376
N 6.728 1.569 -1.301
B 6.212 0.364 -2.066
H 1.502 -3.444 2.932
S 5.211 4.782 -3.891
O 0.283 1.219 -3.426
H -5.479 7.611 -1.161
C -2.432 -3.337 3.667
H -7.122 3.409 0.764
H 2.289 3.645 -5.921
H -0.584 -8.458 4.822
C 4.685 -1.903 -1.420
H 7.240 -1.281 -2.696
C 5.663 6.434 0.118
C -0.916 -0.441 -1.769
C -2.313 0.395 -1.570
H -1.029 -6.253 8.367
C 2.592 3.694 -4.767
H -3.357 -7.135 6.421
C -4.921 5.620 -2.442
N 5.985 7.631 -0.793
C 3.495 5.051 -4.590
H 5.704 -2.454 -1.164
H -3.097 -3.399 4.533
H -3.034 1.420 -4.339
H 0.314 -2.254 2.372
O -0.475 -5.259 4.682
C 3.320 2.062 -2.762
H -2.762 -4.063 2.920
H 1.581 3.781 -4.138
C -2.594 1.942 -2.063
H -3.223 -6.749 4.695
C -2.959 -6.413 5.702
O 7.166 -0.318 -3.011
H 0.827 -2.701 5.917
O 5.374 5.393 -0.888
H -5.202 2.961 -4.554
H 3.319 -3.868 -0.838
C 0.498 -2.846 -1.455
C -0.180 -2.483 5.547
H -4.503 -2.431 0.176
H 2.905 5.785 -3.876
H -3.443 -5.449 5.883
H -3.141 2.480 -1.151
C -0.706 -5.562 7.583
C -0.885 -1.995 -1.229
C 5.481 5.784 -2.315
C 0.447 -3.295 2.685
C -6.541 3.941 -0.109
H 4.177 2.661 -2.193
H -6.005 1.910 -1.433
H -2.528 -2.333 3.238
H 7.786 1.465 -1.331
```

Computed properties:
Frontier orbital gap: 6.7 eV
Structure (SMILES): NB(O)c1ccc2c(c1CCCCSc1nnco1)C(=O)c1c(CCCc3ccccc3)cccc1C2=O.C[Si](C)(C)O[Si](C)(C)C
Relative energy (zero: lowest compared OMol25 entry of this formula, charge and spin): 786.59 kcal/mol

Here are the Mulliken charges for atoms 1 to 5, given in e: number 1, H, carries 0.31; number 2, H, carries 0.26; number 3, O, carries -0.58; number 4, H, carries 0.28; number 5, H, carries 0.27